A cluster of 2 separate species, C21H30N2OS in total at a distorted geometry. Source: the OMol25 dataset; level of theory: the ωB97M-V functional and the def2-TZVPD basis.

```
55
Properties=species:S:1:pos:R:3:forces:R:3
C 6.232826 -2.417557 -0.376154 0.3 -0.2 -0.8
C 5.068141 -1.883663 -1.310066 0.5 0.8 0.4
C 4.241641 -0.713487 -0.603922 -0.3 -0.9 0.2
C 2.682485 -0.816165 -0.889317 1.0 0.2 -0.3
C 2.326208 -0.066844 -2.240095 -0.4 -0.1 0.9
C 2.093460 1.488294 -1.974614 -0.3 -1.0 -0.3
C 0.578448 1.824122 -2.272922 -0.1 1.0 0.3
C -0.382125 1.434869 -1.093700 -0.3 -0.1 1.0
C -0.217661 2.193724 0.167116 -2.7 -2.5 -0.1
C -1.147199 1.854884 1.244900 0.2 -0.7 -1.1
C -2.176843 0.804160 1.113588 1.5 0.7 -1.3
C -2.335807 0.026971 -0.135484 1.7 2.8 1.3
C -1.403622 0.385877 -1.224241 -0.2 0.2 1.3
S -1.572206 -0.541885 -2.798160 -0.3 -0.3 1.0
C -2.148198 -2.162025 -2.182825 -0.5 -0.5 1.2
C -1.770744 -3.368650 -2.903073 -1.2 -0.8 1.6
C -2.227197 -4.702397 -2.461747 -0.8 2.7 1.5
C -3.048762 -4.731554 -1.246914 0.9 1.2 -1.2
C -3.410273 -3.513626 -0.507294 0.9 0.0 -1.5
C -2.975444 -2.167468 -0.947462 0.5 -3.2 -1.5
N -3.379414 -0.972708 -0.225290 2.0 -0.8 -1.0
N -3.914822 -1.248290 1.030303 -0.5 0.4 0.8
H 5.965254 -3.350582 0.182808 0.1 0.9 -0.4
H 7.101342 -2.666908 -1.055319 -0.7 0.1 0.9
H 6.587744 -1.653251 0.361888 -0.4 -0.6 -0.7
H 4.411356 -2.743992 -1.615829 0.5 0.9 0.2
H 5.568128 -1.451952 -2.227168 -0.7 -0.6 0.8
H 4.406111 -0.835811 0.507255 -0.1 0.3 -1.1
H 4.652762 0.290987 -0.919506 -0.5 -1.0 0.4
H 2.430671 -1.911643 -0.951201 0.1 1.1 0.1
H 2.137243 -0.370416 -0.011152 0.2 -0.4 -1.0
H 3.133416 -0.246530 -3.004245 -0.8 0.1 0.7
H 1.357798 -0.494996 -2.617582 1.0 0.4 0.1
H 2.293586 1.694321 -0.886045 -0.1 0.0 -1.1
H 2.798985 2.094698 -2.609950 -0.9 -0.4 0.7
H 0.226467 1.410408 -3.259960 0.5 0.2 1.1
H 0.512041 2.948244 -2.371783 -0.1 -1.1 0.1
H 0.543013 2.992512 0.298903 -0.7 -0.8 -0.3
H -1.083039 2.416214 2.233855 -0.2 -0.9 -1.6
H -2.827412 0.661996 2.005901 0.5 -0.1 -1.1
H -1.122603 -3.304994 -3.804824 -0.6 0.2 0.8
H -1.960096 -5.630900 -3.026626 -0.3 1.1 0.7
H -3.392088 -5.743977 -0.908535 0.2 1.3 -0.1
H -4.060479 -3.664562 0.388715 0.8 0.3 -1.0
H -4.780511 -1.777165 0.978353 0.4 0.2 -0.2
H -3.232083 -1.658777 1.673665 -0.3 -0.2 -0.4
C -2.754363 5.375595 5.282392 -0.1 0.1 0.0
C -2.765431 4.106775 4.452052 0.3 0.2 0.2
O -1.808077 4.192317 3.399972 0.0 0.0 -0.1
H -2.977601 6.243019 4.657962 -0.1 -0.1 0.0
H -3.490033 5.322221 6.087561 0.1 0.0 0.0
H -1.766452 5.542618 5.720339 -0.1 -0.1 0.1
H -3.745914 3.955187 3.999467 0.1 0.0 -0.1
H -2.531708 3.234624 5.071496 -0.2 0.0 0.1
H -0.940918 4.318138 3.804515 -0.1 0.0 0.0
```
Forces are in eV/Å.

Computed properties:
spin multiplicity: 1
gap between HOMO and LUMO: 8.294 eV
energy: -1400.987230 hartree
SMILES: CCCCCCCc1cccc2c1Sc1ccccc1N2N.CCO
highest occupied orbital energy: -0.275 Eh
LUMO energy: 0.02938 Ha